Density functional theory data (ωB97M-V with the def2-TZVPD basis set) for a molecular structure, C43H63N4OP5Ti.

Atoms and positions in Å:
Ti: 1.074 -0.263 0.130
C: -0.535 2.822 -2.046
N: -0.084 2.723 -0.646
P: 1.533 2.231 -0.294
C: 2.146 3.687 0.588
C: 2.815 3.556 1.802
C: 3.247 4.684 2.481
C: 3.020 5.943 1.945
C: 2.342 6.075 0.739
C: 1.894 4.954 0.061
C: 2.377 2.119 -1.898
C: 3.228 3.076 -2.438
C: 3.790 2.865 -3.691
C: 3.498 1.712 -4.408
C: 2.664 0.741 -3.868
C: 2.125 0.943 -2.611
P: -1.076 1.660 0.354
C: -2.651 2.559 0.397
C: -2.713 3.944 0.238
C: -3.942 4.581 0.301
C: -5.103 3.848 0.517
C: -5.044 2.470 0.663
C: -3.819 1.825 0.596
C: -0.323 1.975 2.015
C: 0.537 1.003 2.541
C: 1.098 1.128 3.799
C: 0.773 2.234 4.573
C: -0.098 3.196 4.083
C: -0.645 3.067 2.813
H: 0.088 3.537 -2.580
H: -1.558 3.196 -2.054
H: -0.511 1.871 -2.589
H: 2.979 2.572 2.217
H: 3.760 4.581 3.429
H: 3.365 6.822 2.473
H: 2.161 7.060 0.330
H: 1.341 5.068 -0.864
H: 3.451 3.982 -1.889
H: 4.451 3.610 -4.112
H: 3.935 1.561 -5.387
H: 2.446 -0.160 -4.427
H: 1.486 0.173 -2.159
H: -1.807 4.512 0.064
H: -3.990 5.655 0.180
H: -6.056 4.358 0.562
H: -5.954 1.906 0.824
H: -3.753 0.747 0.698
H: 0.753 0.071 1.970
H: 1.768 0.370 4.189
H: 1.196 2.332 5.564
H: -0.365 4.045 4.698
H: -1.335 3.814 2.445
C: 4.783 1.292 0.764
P: 3.722 -0.119 0.292
C: 4.565 -0.707 -1.221
C: 4.246 -1.378 1.526
C: 3.752 -2.752 1.105
P: 1.940 -2.743 0.764
C: 1.752 -4.458 0.159
C: 1.296 -2.865 2.478
H: 5.818 1.030 0.545
H: 4.694 1.504 1.828
H: 4.524 2.189 0.203
H: 5.552 -1.083 -0.948
H: 4.687 0.127 -1.913
H: 3.997 -1.492 -1.721
H: 3.843 -1.094 2.503
H: 5.334 -1.362 1.608
H: 3.954 -3.498 1.876
H: 4.265 -3.081 0.198
H: 2.241 -5.117 0.877
H: 2.236 -4.578 -0.810
H: 0.704 -4.725 0.070
H: 1.610 -3.814 2.916
H: 0.210 -2.816 2.470
H: 1.685 -2.048 3.089
O: -0.426 -1.093 -0.513
P: -1.522 -2.184 -0.535
N: -2.872 -1.484 -1.142
C: -2.871 -0.501 -2.243
C: -4.355 -0.105 -2.401
C: -5.137 -1.005 -1.423
C: -4.182 -2.161 -1.145
N: -1.811 -2.688 1.001
C: -2.392 -1.679 1.926
C: -2.751 -2.491 3.161
C: -3.257 -3.800 2.551
C: -2.303 -4.046 1.383
N: -0.862 -3.438 -1.383
C: -1.609 -4.703 -1.643
C: -1.104 -5.185 -3.003
C: -0.726 -3.891 -3.722
C: -0.092 -3.069 -2.608
H: -2.498 -0.940 -3.173
H: -2.233 0.342 -1.977
H: -4.679 -0.282 -3.424
H: -4.511 0.949 -2.183
H: -6.076 -1.351 -1.847
H: -5.361 -0.477 -0.495
H: -4.245 -2.896 -1.954
H: -4.365 -2.662 -0.193
H: -3.293 -1.227 1.502
H: -1.672 -0.882 2.124
H: -3.503 -1.992 3.769
H: -1.874 -2.670 3.787
H: -4.280 -3.672 2.193
H: -3.248 -4.629 3.254
H: -2.793 -4.557 0.556
H: -1.453 -4.656 1.700
H: -2.686 -4.527 -1.671
H: -1.405 -5.432 -0.857
H: -1.860 -5.757 -3.535
H: -0.225 -5.820 -2.880
H: -1.625 -3.391 -4.091
H: -0.051 -4.051 -4.560
H: -0.133 -1.998 -2.805
H: 0.957 -3.350 -2.470

- multiplicity = 2
- net charge = +3

=====

Density functional theory data (ωB97M-V with the def2-TZVPD basis set) for 22 unconnected molecules or ions with the total composition C82H178O27.

Atoms and positions in Å:
C: 0.816 0.465 -4.928
C: 1.645 1.197 -5.943
C: 2.478 2.069 -5.066
O: 2.721 1.358 -3.846
C: 1.556 0.621 -3.565
H: 0.820 -0.580 -5.239
H: -0.174 0.919 -4.888
H: 1.121 1.665 -6.776
H: 2.339 0.525 -6.448
H: 2.075 3.059 -4.853
H: 3.496 2.265 -5.400
H: 0.924 1.135 -2.840
H: 1.642 -0.332 -3.042
C: 1.219 1.014 7.178
C: -0.256 1.003 7.473
C: -0.392 1.952 8.717
O: 0.519 3.004 8.377
C: 1.519 2.458 7.537
H: 1.469 0.843 6.130
H: 1.796 0.340 7.811
H: -0.678 0.008 7.612
H: -0.783 1.445 6.627
H: -0.033 1.533 9.657
H: -1.412 2.333 8.754
H: 2.467 2.552 8.066
H: 1.498 3.006 6.596
C: -1.942 -0.899 4.707
C: -0.825 -1.884 4.931
C: -0.629 -2.373 3.511
O: -1.927 -2.248 2.921
C: -2.815 -1.624 3.747
H: -1.615 0.051 4.283
H: -2.429 -0.701 5.663
H: -1.225 -2.668 5.574
H: 0.054 -1.419 5.379
H: -0.226 -3.385 3.464
H: 0.010 -1.683 2.959
H: -3.359 -2.373 4.323
H: -3.467 -0.935 3.211
C: 4.669 -2.730 -2.650
C: 4.713 -2.261 -1.278
C: 3.820 -3.292 -0.580
O: 2.892 -3.672 -1.607
C: 3.235 -3.141 -2.864
H: 5.220 -3.646 -2.863
H: 4.830 -1.916 -3.357
H: 4.311 -1.268 -1.078
H: 5.770 -2.262 -1.013
H: 3.274 -2.813 0.233
H: 4.413 -4.136 -0.228
H: 2.683 -2.238 -3.123
H: 3.145 -3.848 -3.688
C: 0.122 0.024 0.300
C: 0.588 -1.334 -0.147
C: -0.505 -1.817 -1.036
O: -1.719 -1.285 -0.451
C: -1.427 -0.120 0.367
H: 0.506 0.752 -0.414
H: 0.572 0.318 1.248
H: 0.671 -2.022 0.695
H: 1.580 -1.321 -0.599
H: -0.513 -2.903 -1.130
H: -0.436 -1.355 -2.021
H: -1.818 -0.195 1.382
H: -1.835 0.804 -0.043
C: -3.029 -6.407 -1.678
C: -3.345 -4.945 -1.968
C: -3.495 -4.877 -3.489
O: -2.710 -5.958 -3.960
C: -2.792 -7.041 -3.022
H: -3.833 -6.953 -1.186
H: -2.164 -6.396 -1.015
H: -2.542 -4.286 -1.638
H: -4.225 -4.580 -1.438
H: -3.077 -4.030 -4.032
H: -4.493 -5.135 -3.845
H: -1.872 -7.622 -3.083
H: -3.549 -7.793 -3.247
C: -6.926 -5.479 1.999
C: -7.846 -5.935 0.923
C: -7.602 -4.756 -0.067
O: -6.170 -4.479 0.004
C: -5.715 -4.944 1.253
H: -6.722 -6.226 2.766
H: -7.411 -4.692 2.577
H: -8.867 -5.917 1.302
H: -7.584 -6.913 0.520
H: -8.226 -3.964 0.348
H: -7.922 -5.053 -1.066
H: -5.168 -4.144 1.752
H: -5.000 -5.753 1.106
C: -5.991 -1.265 1.078
C: -6.921 -0.198 0.580
C: -7.271 0.603 1.786
O: -7.295 -0.390 2.792
C: -6.622 -1.581 2.428
H: -5.039 -0.743 1.185
H: -5.817 -2.149 0.465
H: -7.854 -0.657 0.251
H: -6.503 0.446 -0.194
H: -8.222 1.117 1.650
H: -6.428 1.246 2.040
H: -7.271 -2.443 2.276
H: -5.834 -1.771 3.157
C: -7.217 3.370 -3.412
C: -5.876 2.718 -3.164
C: -4.900 3.893 -3.301
O: -5.494 4.708 -4.329
C: -6.890 4.660 -4.192
H: -7.724 3.535 -2.462
H: -7.907 2.731 -3.964
H: -5.657 2.005 -3.959
H: -5.782 2.177 -2.222
H: -3.918 3.575 -3.651
H: -4.741 4.415 -2.357
H: -7.347 4.524 -5.173
H: -7.235 5.574 -3.709
C: 3.528 -1.719 4.925
C: 3.827 -0.283 4.549
C: 2.977 -0.040 3.308
O: 2.562 -1.327 2.868
C: 3.437 -2.282 3.507
H: 2.629 -1.873 5.520
H: 4.399 -2.113 5.449
H: 4.886 -0.145 4.330
H: 3.672 0.368 5.410
H: 3.526 0.479 2.523
H: 2.101 0.545 3.587
H: 4.374 -2.451 2.977
H: 3.052 -3.301 3.500
C: -0.013 -5.294 1.022
C: 1.186 -5.408 1.950
C: 1.675 -6.843 1.688
O: 1.152 -7.178 0.424
C: 0.541 -6.098 -0.216
H: -0.282 -4.302 0.660
H: -0.959 -5.656 1.425
H: 1.017 -5.271 3.018
H: 1.968 -4.731 1.607
H: 1.265 -7.589 2.369
H: 2.761 -6.840 1.779
H: -0.220 -6.449 -0.914
H: 1.203 -5.483 -0.825
C: -4.231 3.399 6.210
C: -4.512 1.916 6.184
C: -5.461 1.783 4.987
O: -5.340 2.977 4.228
C: -4.298 3.774 4.742
H: -3.308 3.808 6.620
H: -4.971 3.921 6.816
H: -4.974 1.577 7.111
H: -3.579 1.386 5.992
H: -6.476 1.922 5.357
H: -5.286 0.921 4.343
H: -4.501 4.835 4.594
H: -3.324 3.575 4.297
C: 6.450 0.713 -3.173
C: 7.322 -0.062 -4.144
C: 8.770 0.410 -3.893
O: 8.699 0.953 -2.561
C: 7.450 1.643 -2.377
H: 5.907 0.033 -2.517
H: 5.664 1.305 -3.642
H: 7.017 -0.077 -5.190
H: 7.286 -1.111 -3.850
H: 9.067 1.165 -4.621
H: 9.445 -0.440 -3.993
H: 7.470 2.698 -2.651
H: 7.030 1.607 -1.372
C: 4.226 -7.337 -2.374
C: 2.874 -7.981 -2.444
C: 2.375 -7.258 -3.693
O: 3.572 -7.178 -4.495
C: 4.785 -7.327 -3.779
H: 4.853 -7.866 -1.656
H: 4.135 -6.352 -1.916
H: 2.164 -7.762 -1.646
H: 2.917 -9.057 -2.614
H: 1.904 -6.330 -3.367
H: 1.654 -7.911 -4.184
H: 5.523 -6.548 -3.971
H: 5.219 -8.290 -4.045
C: 4.244 2.895 -1.180
C: 5.086 3.836 -0.341
C: 4.788 3.477 1.073
O: 3.432 3.148 1.047
C: 3.072 2.544 -0.244
H: 4.771 1.976 -1.433
H: 3.893 3.396 -2.083
H: 4.640 4.819 -0.499
H: 6.155 3.759 -0.536
H: 4.951 4.294 1.775
H: 5.379 2.638 1.440
H: 2.129 2.909 -0.650
H: 2.986 1.463 -0.139
C: -0.193 -3.863 -3.708
O: 0.670 -3.531 -4.726
H: -1.099 -3.258 -3.721
H: -0.437 -4.923 -3.781
H: 0.398 -3.700 -2.807
H: 0.287 -3.924 -5.514
C: -2.359 -1.863 -5.733
O: -3.743 -1.611 -5.958
H: -2.208 -1.797 -4.656
H: -2.194 -2.940 -5.774
H: -1.702 -1.258 -6.358
H: -4.107 -1.495 -5.077
C: 0.043 8.523 2.213
O: 0.367 7.164 2.108
C: 1.275 6.603 3.091
C: 1.379 5.077 3.046
O: 0.092 4.527 3.283
C: 0.027 3.104 3.131
H: -0.511 8.892 1.350
H: 0.994 9.049 2.301
H: -0.554 8.662 3.114
H: 0.979 6.904 4.096
H: 2.245 7.075 2.934
H: 2.115 4.824 3.809
H: 1.728 4.829 2.044
H: 0.608 2.591 3.896
H: 0.482 2.714 2.220
H: -1.004 2.753 3.181
C: -6.547 -3.300 -4.091
O: -5.413 -2.461 -3.781
C: -5.559 -1.853 -2.549
C: -4.201 -1.193 -2.316
O: -4.039 -0.206 -3.231
C: -2.986 0.771 -2.923
H: -6.676 -4.122 -3.386
H: -6.315 -3.806 -5.028
H: -7.451 -2.730 -4.302
H: -5.801 -2.646 -1.841
H: -6.349 -1.103 -2.579
H: -3.501 -2.015 -2.466
H: -4.090 -0.848 -1.288
H: -2.630 1.224 -3.848
H: -2.137 0.282 -2.443
H: -3.329 1.576 -2.273
C: -3.602 3.203 1.284
O: -3.088 3.567 0.030
C: -1.777 4.054 -0.081
C: -1.595 4.682 -1.488
O: -1.580 3.653 -2.513
C: -1.002 4.058 -3.705
H: -3.597 4.092 1.914
H: -2.995 2.425 1.745
H: -4.600 2.785 1.148
H: -1.034 3.277 0.100
H: -1.678 4.858 0.649
H: -0.673 5.262 -1.516
H: -2.428 5.303 -1.818
H: -1.705 4.733 -4.193
H: -0.869 3.193 -4.355
H: -0.004 4.483 -3.596
C: 6.355 -0.417 1.385
O: 6.597 0.129 2.670
C: 7.895 0.719 2.806
C: 7.986 1.382 4.196
O: 7.259 2.542 4.285
C: 5.872 2.529 4.397
H: 5.428 -0.990 1.362
H: 7.098 -1.172 1.126
H: 6.333 0.280 0.547
H: 8.084 1.528 2.100
H: 8.657 -0.048 2.667
H: 9.004 1.639 4.487
H: 7.634 0.661 4.934
H: 5.464 3.535 4.502
H: 5.580 1.913 5.247
H: 5.491 2.017 3.514
C: 1.975 6.264 -0.772
O: 2.527 6.780 -1.999
C: 2.903 8.176 -1.971
C: 3.935 8.452 -3.087
O: 3.423 8.282 -4.371
C: 4.414 8.392 -5.423
H: 2.768 6.239 -0.025
H: 1.641 5.242 -0.953
H: 1.149 6.833 -0.345
H: 3.310 8.430 -0.992
H: 1.989 8.730 -2.183
H: 4.768 7.762 -2.954
H: 4.260 9.490 -3.021
H: 5.132 7.573 -5.401
H: 4.894 9.368 -5.490
H: 3.826 8.251 -6.330

- multiplicity = 1
- net charge = 0

=====

no.,energy (hartree),F_max (eV/Å),molecular weight (g mol⁻¹)
1,-4526.1166,1.4,854.74
2,-5262.0012,3.2,1596.30